Record 1
{"formula": "C5H16N3", "method": "wB97M-V/def2-TZVPD", "lumo_energy_ev": -3.81, "multiplicity": 1, "smiles": "NCNCCCC[NH3+]", "total_charge": 1, "orbital_gap_ev": 8.03, "relative_energy_kcal_mol": 38.99, "species": ["N", "C", "N", "C", "C", "C", "C", "N", "H", "H", "H", "H", "H", "H", "H", "H", "H", "H", "H", "H", "H", "H", "H", "H"], "coordinates": [[-1.152, 3.057, 0.818], [-1.086, 1.769, 1.463], [-0.420, 0.658, 0.772], [0.946, 0.955, 0.360], [1.756, -0.329, 0.042], [1.159, -1.193, -1.074], [0.122, -2.173, -0.511], [-0.915, -2.536, -1.545], [-0.264, 3.526, 0.711], [-1.736, 3.055, -0.002], [-0.583, 1.873, 2.419], [-2.104, 1.465, 1.704], [-0.918, 0.402, -0.074], [0.965, 1.576, -0.536], [1.514, 1.445, 1.149], [1.755, -0.918, 0.970], [2.755, -0.023, -0.252], [0.796, -0.524, -1.865], [1.963, -1.783, -1.529], [-0.381, -1.763, 0.358], [0.631, -3.087, -0.245], [-1.319, -1.682, -1.935], [-0.496, -3.030, -2.336], [-1.647, -3.132, -1.151]], "nbo_charge": [-0.848, -0.061, -0.652, -0.226, -0.392, -0.444, -0.237, -0.665, 0.371, 0.362, 0.192, 0.192, 0.319, 0.171, 0.214, 0.211, 0.232, 0.208, 0.232, 0.258, 0.231, 0.439, 0.442, 0.449]}

---

Record 2
{"formula": "C39H46GeN4O3Sc", "method": "wB97M-V/def2-TZVPD", "lumo_energy_ev": 2.64, "multiplicity": 1, "total_charge": -1, "orbital_gap_ev": 7.29, "relative_energy_kcal_mol": 0.00, "species": ["Sc", "C", "O", "C", "C", "C", "C", "C", "C", "N", "N", "C", "O", "C", "C", "C", "C", "C", "C", "C", "O", "H", "H", "H", "H", "H", "H", "H", "H", "H", "H", "H", "H", "C", "C", "C", "C", "C", "C", "C", "C", "N", "C", "C", "C", "C", "N", "C", "C", "C", "C", "C", "C", "C", "C", "H", "H", "H", "H", "H", "H", "H", "H", "H", "H", "H", "H", "H", "H", "H", "H", "H", "H", "H", "H", "H", "H", "H", "H", "C", "Ge", "C", "C", "C", "H", "H", "H", "H", "H", "H", "H", "H", "H", "H"], "coordinates": [[0.342, -0.111, -0.103], [2.615, -2.274, 3.701], [1.649, -1.426, 4.299], [0.357, -1.828, 4.030], [-0.372, -2.423, 5.029], [-1.708, -2.794, 4.817], [-2.269, -2.547, 3.587], [-1.549, -1.934, 2.551], [-2.254, -1.716, 1.296], [-1.803, -1.087, 0.272], [-2.687, -1.068, -0.807], [-2.154, -0.427, -1.816], [-1.007, 0.140, -1.823], [-2.949, -0.404, -3.087], [-4.232, -0.938, -3.165], [-4.929, -0.900, -4.361], [-4.350, -0.332, -5.491], [-3.072, 0.201, -5.418], [-2.374, 0.167, -4.217], [-0.199, -1.567, 2.740], [0.541, -1.023, 1.825], [3.595, -1.851, 3.918], [2.476, -2.321, 2.620], [2.549, -3.283, 4.125], [0.113, -2.585, 5.984], [-2.285, -3.262, 5.603], [-3.302, -2.821, 3.400], [-3.264, -2.123, 1.214], [-4.660, -1.379, -2.275], [-5.927, -1.317, -4.416], [-4.896, -0.306, -6.426], [-2.618, 0.644, -6.295], [-1.377, 0.577, -4.133], [3.263, -0.617, -3.554], [2.909, -1.992, -3.073], [3.255, -3.118, -3.806], [2.871, -4.383, -3.385], [2.123, -4.511, -2.226], [1.765, -3.400, -1.465], [0.913, -3.583, -0.243], [2.181, -2.124, -1.878], [1.821, -0.965, -1.176], [2.790, -0.254, -0.420], [3.733, -1.073, 0.425], [2.225, 1.302, 0.430], [2.783, 1.443, 1.832], [0.886, 1.764, 0.240], [0.481, 3.006, 0.767], [-0.229, 3.097, 1.976], [-0.615, 1.869, 2.747], [-0.609, 4.355, 2.442], [-0.319, 5.504, 1.726], [0.341, 5.404, 0.511], [0.734, 4.167, 0.018], [1.381, 4.044, -1.330], [3.711, -0.657, -4.548], [3.961, -0.122, -2.882], [2.368, 0.009, -3.581], [3.816, -3.001, -4.727], [3.141, -5.260, -3.960], [1.805, -5.493, -1.895], [0.895, -4.629, 0.064], [-0.120, -3.275, -0.432], [1.264, -2.974, 0.589], [3.417, -2.116, 0.402], [3.778, -0.761, 1.466], [4.748, -1.024, 0.020], [2.664, 0.533, 2.424], [2.223, 2.225, 2.348], [3.830, 1.741, 1.836], [0.245, 1.235, 2.955], [-1.324, 1.256, 2.185], [-1.087, 2.143, 3.691], [-1.148, 4.425, 3.380], [-0.621, 6.472, 2.106], [0.540, 6.297, -0.070], [1.435, 5.018, -1.819], [0.813, 3.352, -1.956], [2.387, 3.640, -1.256], [6.214, 1.156, 0.533], [4.945, 1.924, -0.745], [5.778, 1.726, -2.505], [4.811, 3.831, -0.334], [3.138, 1.162, -0.736], [6.956, 1.912, 0.791], [6.730, 0.305, 0.089], [5.724, 0.819, 1.442], [6.752, 2.218, -2.520], [5.151, 2.166, -3.280], [5.926, 0.671, -2.733], [5.787, 4.210, -0.028], [4.102, 3.993, 0.479], [4.469, 4.400, -1.198], [2.606, 1.464, -1.638]], "lowdin_charge": [0.956, -0.080, -0.106, -0.231, -0.019, -0.109, -0.071, -0.139, -0.081, -0.041, 0.053, -0.473, -0.118, -0.139, -0.039, -0.099, -0.112, -0.092, -0.024, -0.295, -0.145, 0.090, 0.062, 0.093, 0.113, 0.088, 0.103, 0.120, 0.101, 0.093, 0.091, 0.095, 0.110, -0.030, -0.197, -0.069, -0.108, -0.067, -0.203, -0.032, -0.207, -0.054, -0.377, -0.008, -0.385, -0.014, -0.061, -0.204, -0.206, -0.027, -0.064, -0.107, -0.068, -0.198, -0.032, 0.079, 0.038, 0.090, 0.099, 0.089, 0.100, 0.079, 0.083, 0.049, 0.082, 0.059, 0.075, 0.071, 0.085, 0.055, 0.065, 0.081, 0.080, 0.100, 0.090, 0.099, 0.077, 0.090, 0.033, -0.220, 0.846, -0.225, -0.212, -0.305, 0.016, 0.017, 0.004, 0.015, 0.022, 0.009, 0.015, 0.021, 0.014, 0.098]}

---

Record 3
{"formula": "C19H32BrN4O4P", "method": "wB97M-V/def2-TZVPD", "lumo_energy_ev": 0.13, "multiplicity": 1, "smiles": "O=C1OC[C@@H](P(O)Br)O1.CCCC#N.CCCC#N.CCCC#N.CCCC#N", "orbital_gap_ev": 9.93, "species": ["O", "C", "O", "C", "C", "P", "O", "Br", "O", "H", "H", "H", "H", "C", "C", "C", "C", "N", "H", "H", "H", "H", "H", "H", "H", "C", "C", "C", "C", "N", "H", "H", "H", "H", "H", "H", "H", "C", "C", "C", "C", "N", "H", "H", "H", "H", "H", "H", "H", "C", "C", "C", "C", "N", "H", "H", "H", "H", "H", "H", "H"], "coordinates": [[-0.425, -1.344, 1.613], [0.079, -2.285, 2.136], [0.901, -3.160, 1.516], [1.276, -4.210, 2.405], [0.654, -3.801, 3.754], [1.982, -3.490, 5.043], [2.133, -1.880, 4.860], [0.671, -3.568, 6.833], [-0.086, -2.617, 3.434], [2.367, -4.286, 2.416], [0.882, -5.158, 2.035], [-0.069, -4.533, 4.125], [2.869, -1.653, 4.272], [2.295, 0.568, 7.130], [3.429, 0.864, 8.104], [4.449, 1.844, 7.515], [5.095, 1.282, 6.329], [5.585, 0.845, 5.388], [2.674, 0.105, 6.223], [1.574, -0.119, 7.572], [1.765, 1.481, 6.852], [3.934, -0.065, 8.374], [3.031, 1.288, 9.027], [5.218, 2.086, 8.250], [3.962, 2.780, 7.239], [0.545, 0.617, -0.895], [-0.132, 1.982, -0.887], [-0.379, 2.526, -2.298], [0.855, 2.768, -3.041], [1.827, 2.946, -3.627], [1.536, 0.669, -1.350], [0.655, 0.237, 0.116], [-0.048, -0.106, -1.459], [0.467, 2.691, -0.311], [-1.099, 1.903, -0.387], [-0.941, 3.460, -2.248], [-0.986, 1.822, -2.866], [-0.456, 3.463, -7.438], [0.095, 2.045, -7.351], [-0.998, 0.996, -7.110], [-1.659, 1.191, -5.823], [-2.178, 1.342, -4.810], [-0.931, 3.761, -6.502], [0.346, 4.171, -7.642], [-1.195, 3.549, -8.238], [0.837, 1.988, -6.553], [0.606, 1.791, -8.281], [-0.568, -0.007, -7.124], [-1.750, 1.034, -7.900], [-3.251, -1.418, -1.347], [-3.681, -1.025, -2.757], [-5.169, -1.275, -3.015], [-5.516, -2.694, -2.936], [-5.788, -3.808, -2.871], [-3.394, -2.485, -1.170], [-2.197, -1.194, -1.186], [-3.825, -0.872, -0.595], [-3.086, -1.572, -3.490], [-3.480, 0.033, -2.920], [-5.445, -0.910, -4.005], [-5.776, -0.726, -2.292]], "nbo_charge": [-0.576, 0.975, -0.486, -0.104, -0.268, 1.026, -0.986, -0.231, -0.479, 0.194, 0.204, 0.223, 0.514, -0.613, -0.379, -0.512, 0.298, -0.348, 0.217, 0.221, 0.203, 0.207, 0.209, 0.249, 0.245, -0.615, -0.376, -0.528, 0.307, -0.364, 0.207, 0.235, 0.199, 0.204, 0.209, 0.246, 0.270, -0.612, -0.383, -0.515, 0.329, -0.384, 0.214, 0.223, 0.200, 0.225, 0.209, 0.253, 0.244, -0.613, -0.384, -0.511, 0.293, -0.343, 0.212, 0.221, 0.202, 0.205, 0.226, 0.249, 0.242]}

---

Record 4
{"formula": "C23H29N3O5S", "method": "wB97M-V/def2-TZVPD", "lumo_energy_ev": 0.29, "multiplicity": 1, "smiles": "O=C(CN(CCc1ccccc1)C(=O)CNS(=O)(=O)c1ccccc1)NC[C@H]1CCCO1", "orbital_gap_ev": 9.34, "relative_energy_kcal_mol": 22.82, "species": ["O", "C", "C", "N", "C", "C", "C", "C", "C", "C", "C", "C", "C", "O", "C", "N", "S", "O", "O", "C", "C", "C", "C", "C", "C", "N", "C", "C", "C", "C", "C", "O", "H", "H", "H", "H", "H", "H", "H", "H", "H", "H", "H", "H", "H", "H", "H", "H", "H", "H", "H", "H", "H", "H", "H", "H", "H", "H", "H", "H", "H"], "coordinates": [[3.002, 2.132, -0.997], [1.920, 1.591, -0.900], [1.479, 0.894, 0.400], [1.126, -0.492, 0.186], [2.013, -1.273, -0.661], [3.453, -1.270, -0.130], [3.508, -1.539, 1.350], [4.144, -0.646, 2.202], [4.177, -0.870, 3.568], [3.566, -1.992, 4.100], [2.933, -2.891, 3.259], [2.907, -2.669, 1.894], [0.100, -1.115, 0.780], [-0.187, -2.284, 0.572], [-0.718, -0.319, 1.802], [-1.492, 0.720, 1.150], [-2.366, 0.274, -0.210], [-1.422, 0.072, -1.276], [-3.336, 1.316, -0.378], [-3.184, -1.260, 0.178], [-2.828, -2.420, -0.479], [-3.465, -3.602, -0.137], [-4.440, -3.603, 0.848], [-4.795, -2.427, 1.491], [-4.161, -1.243, 1.155], [1.003, 1.518, -1.874], [1.123, 2.267, -3.099], [0.027, 3.344, -3.217], [-1.388, 2.757, -3.387], [-2.238, 3.601, -2.438], [-1.213, 3.963, -1.367], [0.005, 4.163, -2.057], [0.616, 1.444, 0.776], [2.302, 0.973, 1.120], [1.996, -0.875, -1.679], [1.607, -2.285, -0.674], [3.921, -0.308, -0.345], [4.010, -2.041, -0.668], [4.625, 0.232, 1.792], [4.678, -0.166, 4.217], [3.586, -2.167, 5.166], [2.458, -3.771, 3.667], [2.409, -3.377, 1.249], [-0.051, 0.138, 2.539], [-1.361, -1.049, 2.313], [-2.089, 1.236, 1.781], [-2.059, -2.382, -1.231], [-3.195, -4.520, -0.635], [-4.931, -4.527, 1.116], [-5.559, -2.433, 2.253], [-4.424, -0.307, 1.625], [0.122, 1.046, -1.690], [2.104, 2.748, -3.075], [1.061, 1.597, -3.963], [0.290, 3.994, -4.064], [-1.724, 2.817, -4.420], [-1.412, 1.714, -3.071], [-3.075, 3.048, -2.019], [-2.599, 4.501, -2.936], [-1.441, 4.885, -0.830], [-1.122, 3.138, -0.644]], "nbo_charge": [-0.627, 0.682, -0.328, -0.435, -0.226, -0.467, 0.075, -0.243, -0.211, -0.228, -0.194, -0.253, 0.695, -0.643, -0.334, -0.855, 2.303, -0.962, -0.941, -0.276, -0.175, -0.194, -0.180, -0.219, -0.206, -0.647, -0.243, 0.091, -0.434, -0.438, -0.061, -0.531, 0.244, 0.222, 0.213, 0.242, 0.230, 0.226, 0.216, 0.213, 0.212, 0.211, 0.219, 0.232, 0.220, 0.411, 0.252, 0.223, 0.220, 0.222, 0.226, 0.432, 0.239, 0.191, 0.180, 0.218, 0.211, 0.238, 0.200, 0.189, 0.153]}